{"formula": "C14H39CoN7O3P2", "method": "wB97M-V/def2-TZVPD", "spin_multiplicity": 5, "s2": 6.009, "gap_ev": [10.40, 6.22], "e_homo_ev": [-18.143, -18.143], "total_charge": 3, "e_above_lowest_kcal_mol": 2.9, "elements": ["Co", "C", "C", "N", "C", "C", "N", "C", "C", "N", "H", "H", "H", "H", "H", "H", "H", "H", "H", "H", "H", "H", "H", "H", "H", "C", "N", "C", "P", "O", "O", "P", "O", "N", "C", "C", "N", "C", "C", "N", "C", "C", "H", "H", "H", "H", "H", "H", "H", "H", "H", "H", "H", "H", "H", "H", "H", "H", "H", "H", "H", "H", "H", "H", "H", "H"], "xyz": [[-0.12401, 0.09696, 0.04610], [-1.46272, 1.70891, 1.99618], [-1.60978, 2.56051, 0.71844], [-1.23186, 1.77777, -0.49978], [-2.39462, 1.32719, -1.33815], [-2.14936, -0.06839, -1.87973], [-1.65399, -0.97420, -0.79796], [-2.63639, -1.37926, 0.25204], [-2.76942, -0.33077, 1.35379], [-1.43988, 0.26129, 1.66443], [-0.51976, 1.93880, 2.49204], [-2.26515, 1.93447, 2.69918], [-2.62419, 2.93648, 0.59489], [-0.95825, 3.42847, 0.79533], [-0.61742, 2.33765, -1.08768], [-3.29236, 1.36491, -0.72824], [-2.54501, 2.01725, -2.16792], [-3.05698, -0.46898, -2.33449], [-1.37079, -0.04278, -2.64247], [-1.33862, -1.82681, -1.25738], [-3.60953, -1.58448, -0.19748], [-2.26836, -2.31285, 0.67851], [-3.45249, 0.46895, 1.07790], [-3.19088, -0.80254, 2.24099], [-1.03270, -0.23082, 2.45771], [3.55471, 2.74521, -2.91839], [2.81099, 2.09848, -1.82136], [2.74975, 2.88382, -0.58316], [2.49596, 0.51992, -1.76696], [1.01943, 0.20897, -1.50271], [3.29589, -0.02172, -0.45795], [2.70048, -0.94653, 0.72911], [1.32406, -0.33761, 1.08954], [2.55948, -2.43603, 0.14408], [1.36839, -3.27049, 0.31808], [3.63053, -3.04626, -0.66401], [3.71236, -0.83262, 1.95206], [4.70228, -1.87548, 2.28400], [3.92842, 0.47163, 2.60431], [3.05158, -0.26116, -3.04435], [2.19304, -0.86001, -4.07757], [4.50152, -0.34392, -3.29511], [3.18011, 3.76021, -3.03718], [3.39418, 2.21429, -3.85152], [4.62264, 2.79385, -2.70174], [2.31461, 3.86122, -0.79244], [3.74464, 3.03792, -0.16078], [2.13359, 2.37974, 0.16561], [0.66667, -2.80296, 1.00805], [1.64520, -4.23852, 0.73533], [0.88747, -3.44268, -0.64901], [4.45182, -2.34669, -0.80613], [3.23543, -3.32898, -1.64079], [4.01194, -3.93874, -0.16920], [4.27691, -2.86627, 2.15368], [4.97432, -1.75903, 3.33048], [5.60579, -1.77747, 1.68103], [3.18392, 1.19426, 2.27524], [4.92301, 0.85530, 2.37487], [3.84101, 0.35336, 3.68313], [1.15193, -0.82683, -3.76942], [2.48623, -1.89779, -4.23507], [2.30005, -0.32527, -5.02156], [5.06466, 0.00354, -2.43018], [4.78204, 0.25472, -4.16143], [4.76957, -1.38154, -3.49339]]}